[1]
A cluster of 11 separate species, C3H27NO12 in total at a distorted geometry, computed with wB97M-V/def2-TZVPD.

Results
SMILES ... N[C@H](C=O)CO.O.O.O.O.O.O.O.O.O.O
Kohn-Sham gap ... 9.4 eV
Spin multiplicity ... 1
Electronic energy ... -29607.7177 eV

CARTESIAN COORDINATES (ANGSTROEM)
N: 1.35879 -1.00010 -0.07894
C: 2.12158 -0.64466 1.09319
C: 2.00919 -1.67969 2.13552
O: 1.68279 -2.86236 2.00227
C: 1.63601 0.79796 1.58461
O: 2.23423 1.65609 0.64759
H: 1.74568 -0.65074 -0.95855
H: 0.38561 -0.77688 0.10260
H: 3.25677 -0.28910 0.86398
H: 2.17513 -1.30564 3.20444
H: 0.58728 0.72719 1.32843
H: 1.91194 0.93284 2.58494
H: 2.74846 2.38635 1.01234
O: -0.18737 1.42192 4.17894
H: -0.61144 0.58853 3.88150
H: -0.49794 2.02424 3.49816
O: -0.98368 0.14052 -2.00801
H: -1.89464 0.06401 -1.68393
H: -0.68894 1.14175 -2.17264
O: -0.48342 2.71431 1.92766
H: 0.20072 3.31731 1.67527
H: -1.25434 2.75251 1.24279
O: -0.93239 -3.13034 -0.08651
H: 0.02035 -3.43521 -0.29863
H: -1.23330 -3.64506 0.67608
O: -3.07490 -1.68854 -1.42803
H: -2.18866 -2.16061 -0.99623
H: -2.91696 -1.71602 -2.30181
O: 1.61720 -3.85333 -0.58197
H: 1.41970 -3.19202 -1.26702
H: 1.72027 -3.35391 0.25909
O: -1.88002 3.28061 -0.36499
H: -1.56586 3.93434 -0.96194
H: -2.43075 2.61918 -0.82655
O: 0.58796 -1.87127 -3.19264
H: 0.35683 -1.11663 -2.61763
H: 0.48457 -1.57814 -4.14188
O: 0.56822 2.62564 -1.50804
H: 1.16925 2.09642 -0.94604
H: 1.17226 3.26145 -1.75497
O: -3.26908 0.81857 -1.09905
H: -3.26687 -0.09618 -0.76362
H: -3.81022 0.74468 -1.85977


[2]
A cluster of 12 separate species, C3H29NO12S in total at a distorted geometry, computed with wB97M-V/def2-TZVPD.

Results
SMILES ... N[C@H](C=O)CS.O.O.O.O.O.O.O.O.O.O.O
Kohn-Sham gap ... 9.5 eV
Spin multiplicity ... 1
Electronic energy ... -40477.5434 eV

CARTESIAN COORDINATES (ANGSTROEM)
N: -1.28521 1.27102 -0.21329
C: -1.59561 -0.15382 0.04486
C: -1.90263 -0.36368 1.49867
O: -2.71774 0.20842 2.18716
C: -0.46276 -1.08370 -0.42637
S: 0.09782 -0.85561 -2.10718
H: -0.49908 1.48694 0.37561
H: -2.13045 1.78839 0.05255
H: -2.46693 -0.33273 -0.56611
H: -1.18519 -1.02308 2.03172
H: 0.33130 -0.92955 0.31333
H: -0.90420 -2.07208 -0.32485
H: -1.03402 -0.56820 -2.77244
O: -0.69597 4.12255 -2.10998
H: -1.08917 3.30495 -1.77060
H: -0.85722 3.92336 -3.06228
O: 3.14628 -3.05322 -0.50062
H: 3.31330 -2.71948 -1.37361
H: 3.23337 -2.27762 0.08647
O: 2.40018 0.68115 1.95394
H: 2.66211 0.51353 1.00146
H: 1.85405 -0.06584 2.23610
O: 0.35325 3.60133 1.54392
H: 1.13989 3.65912 2.13588
H: -0.00107 4.48543 1.47771
O: -3.37551 -2.62820 -0.38224
H: -3.15778 -2.80803 0.52383
H: -3.08152 -3.28873 -1.01479
O: 3.40103 -0.06986 -0.57542
H: 3.02770 0.55632 -1.27722
H: 4.34438 0.17771 -0.60993
O: -4.85519 0.38393 -0.23390
H: -4.50794 0.36483 0.67500
H: -4.85945 -0.49407 -0.62132
O: 2.59306 1.74957 -2.31576
H: 1.77036 1.32694 -2.58017
H: 2.28137 2.57277 -1.83858
O: 1.71768 3.78569 -0.87679
H: 1.29716 3.44160 -0.07918
H: 0.93104 3.82904 -1.44070
O: 1.53984 -3.69481 1.60985
H: 1.93918 -4.40657 2.10520
H: 1.67940 -3.86848 0.66338
O: -1.05003 -3.44015 1.91701
H: -1.26908 -3.53345 2.83360
H: -0.07003 -3.50361 1.80605


[3]
A structure of composition C3H2AgFO at a distorted geometry, computed with wB97M-V/def2-TZVPD.

Results
Total charge ... +1
⟨S²⟩ ... 0.89
Kohn-Sham gap (spin up / spin down) ... 8.3 / 7.3 eV
Spin multiplicity ... 2
Electronic energy ... -11892.9513 eV

CARTESIAN COORDINATES (ANGSTROEM)
C: -1.61791 0.34611 0.03297
C: -1.10314 -0.90631 0.18851
O: 0.30160 -0.85658 0.13952
C: 0.79496 0.33106 0.35211
F: -2.66071 0.75839 0.76860
H: -1.45263 0.93242 -0.87439
H: -1.51891 -1.79951 -0.27944
Ag: 2.94845 0.47844 0.01754


[4]
A structure of composition C3H2AgMgO3 at a distorted geometry, computed with wB97M-V/def2-TZVPD.

Results
⟨S²⟩ ... 1.00
Kohn-Sham gap (spin up / spin down) ... 3.9 / 3.1 eV
Spin multiplicity ... 2
Electronic energy ... -18725.6612 eV

CARTESIAN COORDINATES (ANGSTROEM)
O: -1.28619 2.91648 -0.41951
C: -0.66133 2.34466 -1.26164
O: -0.87155 -1.36914 -0.79862
C: -0.61769 -1.80092 0.32757
C: 0.54989 -1.20425 1.14586
O: 1.21974 -0.27310 0.69248
Mg: 0.20711 0.26362 -0.89670
H: -1.15516 -2.60151 0.83572
H: 0.74482 -1.72292 2.08450
Ag: 1.87035 3.44707 -1.70967


[5]
A structure of composition C3H2AuFO2 at a distorted geometry, computed with wB97M-V/def2-TZVPD.

Results
Total charge ... +2
⟨S²⟩ ... 2.01
Kohn-Sham gap (spin up / spin down) ... 9.7 / 8.5 eV
Spin multiplicity ... 3
Electronic energy ... -13617.1143 eV

CARTESIAN COORDINATES (ANGSTROEM)
O: 0.72024 0.01884 -1.69392
C: 0.35171 -0.51242 -0.58053
O: -0.43888 -1.49477 -0.41160
C: 0.75327 1.61584 -0.59860
C: 0.46444 0.59492 0.35010
H: -0.07910 2.10247 -1.11209
H: 1.66163 2.21119 -0.48519
F: -0.65325 0.61596 1.23828
Au: -1.24952 -1.17743 1.14834


[6]
A structure of composition C3H2BeO3 at a distorted geometry, computed with wB97M-V/def2-TZVPD.

Results
Total charge ... +1
⟨S²⟩ ... 0.75
Kohn-Sham gap (spin up / spin down) ... 7.2 / 11.2 eV
Spin multiplicity ... 2
Electronic energy ... -9675.7477 eV

CARTESIAN COORDINATES (ANGSTROEM)
H: -1.84361 0.68470 1.21025
C: -1.13840 0.56018 0.37088
C: -1.22367 -0.50968 -0.42482
O: 0.07048 -0.91642 -0.71370
C: 0.89208 -0.06867 -0.12768
O: 0.20444 0.78995 0.60643
O: 2.10611 -0.12223 -0.20425
Be: 2.95891 0.51979 0.29738
H: -2.02632 -0.93761 -1.01449


[7]
A structure of composition C3H2BiFO2 at a distorted geometry, computed with wB97M-V/def2-TZVPD.

Results
Total charge ... +1
⟨S²⟩ ... 0.77
Kohn-Sham gap (spin up / spin down) ... 5.3 / 6.5 eV
Spin multiplicity ... 2
Electronic energy ... -15783.6684 eV

CARTESIAN COORDINATES (ANGSTROEM)
F: 1.59813 2.37065 -1.04029
O: -0.22637 -1.40359 -0.53790
O: -2.43126 -0.77531 -0.74228
C: 0.60106 -0.50634 0.32828
C: -0.58885 0.30636 0.56858
C: -1.32270 -0.62376 -0.28129
H: 1.04243 -1.04899 1.18112
H: -0.86678 1.09400 1.26374
Bi: 2.19433 0.58697 -0.73996


[8]
A structure of composition C3H2BiLiO3 at a distorted geometry, computed with wB97M-V/def2-TZVPD.

Results
Kohn-Sham gap (spin up / spin down) ... 5.5 / 5.5 eV
Spin multiplicity ... 1
Electronic energy ... -15323.9821 eV

CARTESIAN COORDINATES (ANGSTROEM)
C: -2.12165 0.01408 0.37299
O: -3.25780 0.33748 -0.14689
H: -0.80528 1.00908 -1.05019
Li: -4.58806 -0.78462 -0.13007
C: -0.89674 0.34473 -0.18946
O: 0.16406 -0.54917 0.05468
C: 1.28830 -0.52711 -0.68683
O: 1.31688 0.28994 -1.64240
Bi: 3.33224 -0.50940 -1.97514
H: -1.63513 0.80034 1.22390


[9]
The molecule C3H2BrClO2 at a distorted geometry, computed with wB97M-V/def2-TZVPD.

Results
SMILES ... O=C(Cl)CC(=O)Br
Kohn-Sham gap ... 11.0 eV
Spin multiplicity ... 1
Electronic energy ... -89802.3428 eV

CARTESIAN COORDINATES (ANGSTROEM)
O: -2.49197 -0.15248 -0.58042
C: -1.35573 -0.29706 -0.83110
Cl: -0.59022 -0.83110 -2.21608
C: -0.17099 -0.18231 0.29750
C: 1.10427 0.73623 0.24029
O: 1.51016 1.56356 -0.54737
Br: 2.17199 0.29119 1.81908
H: -0.49995 0.08443 1.23906
H: 0.32244 -1.21246 0.57905


[10]
A cluster of 2 separate species, C3H2BrF2I in total at a distorted geometry, computed with wB97M-V/def2-TZVPD.

Results
Kohn-Sham gap (spin up / spin down) ... 4.5 / 3.8 eV
Spin multiplicity ... 1
Electronic energy ... -86714.1061 eV

CARTESIAN COORDINATES (ANGSTROEM)
C: -0.81346 0.13447 0.19523
C: -1.62272 -0.60124 -0.46043
C: -3.45725 1.99183 0.38223
F: -3.18512 1.61590 1.69835
F: -3.35964 3.29390 0.36791
Br: -5.03658 1.34746 -0.30090
I: -2.51798 -2.36484 -0.20584
H: -0.30706 -0.00899 1.08970
H: -0.65258 1.18812 -0.13831


[11]
A cluster of 2 separate species, C3H2BrF2N3 in total at a distorted geometry, computed with wB97M-V/def2-TZVPD.

Results
Kohn-Sham gap (spin up / spin down) ... 9.2 / 8.4 eV
Spin multiplicity ... 1
Electronic energy ... -83086.0366 eV

CARTESIAN COORDINATES (ANGSTROEM)
C: -0.46653 0.82803 -0.41242
C: 0.77706 0.06395 1.04089
C: 2.92819 0.20159 2.65114
N: 0.63541 1.10026 0.33169
N: -0.89968 -0.42975 -0.23072
N: -0.15620 -0.95171 0.78160
F: 3.92389 0.04966 1.66708
F: 3.02247 -0.68707 3.52841
Br: 2.98137 1.91656 3.33587
H: -0.77056 1.38717 -1.28542
H: -0.39250 -1.73488 1.27039


[12]
A cluster of 2 separate species, C3H2BrNO2 in total at a distorted geometry, computed with wB97M-V/def2-TZVPD.

Results
SMILES ... O=C=NBr.C=C=O
Kohn-Sham gap ... 8.5 eV
Spin multiplicity ... 1
Electronic energy ... -78767.8678 eV

CARTESIAN COORDINATES (ANGSTROEM)
O: 0.02414 -1.02886 -2.78904
C: 0.19227 -1.70526 -1.87978
N: 0.41401 -2.31508 -0.87427
Br: 1.07389 -3.81617 -0.12072
C: 0.15450 0.21800 0.33213
C: 1.25186 -0.41235 0.05366
O: 2.32850 -0.75706 -0.11761
H: -0.73949 -0.34599 0.58728
H: 0.10744 1.22502 -0.06897


[13]
A structure of composition C3H2BrO2S at a distorted geometry, computed with wB97M-V/def2-TZVPD.

Results
Total charge ... -1
Kohn-Sham gap ... 7.2 eV
Spin multiplicity ... 1
Electronic energy ... -88111.6803 eV

CARTESIAN COORDINATES (ANGSTROEM)
C: 1.10518 1.17302 -0.44499
C: -0.29484 0.63905 0.92766
C: -0.17566 1.45365 -0.22238
O: -1.05436 -1.92142 1.40067
O: 1.08411 -1.47854 0.17741
S: -0.24904 -1.06423 0.53810
Br: -1.34578 -1.27140 -1.48181
H: 1.77556 0.33452 -0.45018
H: -0.84516 2.13535 -0.44449


[14]
A structure of composition C3H2Cl2FeInO4 at a distorted geometry, computed with wB97M-V/def2-TZVPD.

Results
Total charge ... +4
⟨S²⟩ ... 9.17
Kohn-Sham gap (spin up / spin down) ... 3.5 / 5.4 eV
Spin multiplicity ... 6
Electronic energy ... -75875.1850 eV

CARTESIAN COORDINATES (ANGSTROEM)
Fe: 3.10185 -0.04722 -0.63673
In: -2.03045 0.16964 -0.58818
Cl: 5.21363 0.10865 -0.81686
Cl: -1.10951 -1.08176 1.92247
C: -1.50854 -2.29889 -0.07370
C: 0.13833 0.91948 -0.85087
C: 1.00623 -0.12970 -1.17129
O: -1.15018 -3.35797 0.15153
O: 0.32707 2.08263 -0.42192
O: 0.79479 -1.24468 -1.66684
O: -1.97352 1.56588 1.26378
H: -1.42470 2.37319 1.10301
H: -1.38500 0.94075 1.78561


[15]
The molecule C3H2Cl2O at a distorted geometry, computed with wB97M-V/def2-TZVPD.

Results
Kohn-Sham gap (spin up / spin down) ... 6.8 / 6.8 eV
Spin multiplicity ... 1
Electronic energy ... -30231.1523 eV

CARTESIAN COORDINATES (ANGSTROEM)
C: -0.93799 -0.78452 0.77070
C: -0.49005 -0.07305 -0.27405
C: 1.00956 0.94294 -0.39995
O: -1.36258 -1.16107 1.76037
Cl: 1.98626 -0.07810 -1.42054
Cl: 1.65360 1.20242 1.16979
H: -1.42284 0.59455 -0.46985
H: -0.43596 -0.64318 -1.13647


[16]
The molecule C3H2Cl2O, computed with wB97M-V/def2-TZVPD.

Results
SMILES ... O=C/C(Cl)=C\Cl
Kohn-Sham gap ... 9.5 eV
Spin multiplicity ... 1
Electronic energy ... -30234.6978 eV

CARTESIAN COORDINATES (ANGSTROEM)
O: -0.61191 -2.20326 0.58797
C: -0.17086 -1.28679 -0.05310
C: -0.18583 0.11950 0.43418
Cl: -0.88055 0.37923 1.99450
C: 0.29148 1.17293 -0.25111
Cl: 1.00568 1.06780 -1.80722
H: 0.27871 -1.44371 -1.07129
H: 0.27328 2.19431 0.16608


[17]
The molecule C3H2Cl2O at a distorted geometry, computed with wB97M-V/def2-TZVPD.

Results
⟨S²⟩ ... 2.01
Kohn-Sham gap (spin up / spin down) ... 8.3 / 6.4 eV
Spin multiplicity ... 3
Electronic energy ... -30228.9978 eV

CARTESIAN COORDINATES (ANGSTROEM)
C: 0.78718 -0.64864 1.88732
C: 0.26680 -0.09365 0.62394
C: -0.87091 -0.31098 -1.48429
O: -0.26036 -0.70923 -0.37947
Cl: 1.69295 0.51685 2.61955
Cl: 0.49444 1.65552 0.29884
H: -1.15470 -1.14127 -2.08509
H: -0.95541 0.73140 -1.48081


[18]
A cluster of 2 separate species, C3H2Cl2O2 in total at a distorted geometry, computed with wB97M-V/def2-TZVPD.

Results
SMILES ... C=C(Cl)Cl.O=C=O
Kohn-Sham gap ... 10.5 eV
Spin multiplicity ... 1
Electronic energy ... -32283.3404 eV

CARTESIAN COORDINATES (ANGSTROEM)
C: -1.95087 0.11627 0.14240
C: -0.80688 0.70858 0.42736
Cl: -0.20396 2.05442 -0.45405
Cl: 0.22023 0.20410 1.71427
H: -2.56858 0.47160 -0.66307
H: -2.30709 -0.72346 0.71329
O: 3.07879 -1.33054 0.30439
C: 2.53857 -0.93759 -0.62382
O: 1.99978 -0.56339 -1.56077


[19]
A structure of composition C3H2Cl2O2 at a distorted geometry, computed with wB97M-V/def2-TZVPD.

Results
Kohn-Sham gap ... 10.6 eV
Spin multiplicity ... 1
Electronic energy ... -32281.4476 eV

CARTESIAN COORDINATES (ANGSTROEM)
C: 0.22177 1.72529 -0.03965
C: 0.25177 0.24808 -0.02685
C: 1.78363 0.20771 -0.07557
O: -0.65327 2.48567 0.06974
O: 1.50813 2.00127 -0.15917
Cl: 2.52490 -0.02417 1.36002
Cl: 2.62566 -0.27693 -1.43038
H: 0.00076 -0.22051 0.87960
H: -0.39874 -0.11189 -0.95432


[20]
A cluster of 2 separate species, C3H2Cl2OS2 in total at a distorted geometry, computed with wB97M-V/def2-TZVPD.

Results
Kohn-Sham gap (spin up / spin down) ... 7.2 / 7.2 eV
Spin multiplicity ... 1
Electronic energy ... -51903.4028 eV

CARTESIAN COORDINATES (ANGSTROEM)
C: -0.31101 1.22320 -0.72373
C: -0.26353 0.82217 0.51699
C: -2.68031 -0.84182 -0.27869
O: -0.40051 1.47892 -1.89965
S: -3.96886 1.49278 0.89024
S: -3.59790 0.52307 -0.71705
Cl: -2.30832 -1.87696 -1.59559
Cl: -2.14172 -1.22931 1.20741
H: 0.65786 0.40241 0.86017
H: -1.11044 0.95322 1.03825